(1)
The following is a quantum chemistry calculation of a cluster of 2 separate species, C3H4N2OS in total at a distorted geometry, from the Open Molecules 2025 dataset.

CARTESIAN COORDINATES (ANGSTROEM)
1 C 0.5195 0.5150 0.8117
2 C 1.7520 0.1507 0.3257
3 C -0.3488 -0.4471 0.2014
4 N 0.2957 -1.3282 -0.5024
5 N 1.5351 -0.8707 -0.5222
6 O -3.3127 0.8786 -0.7757
7 S -3.3428 -0.2447 0.5105
8 H 0.1532 1.2542 1.4975
9 H 2.8005 0.3486 0.4749
10 H 2.3300 -1.2071 -1.1057
11 H -2.3818 0.9508 -0.9158

Results
frontier orbital gap (spin up / spin down)	5.97 / 6.13	eV
largest force on an atom	0.0520	hartree/bohr
energy relative to the best compared isomer or geometry (same formula, charge and spin)	6.3199	eV
spin multiplicity	1

Quick look at the Mulliken charges, all values in e: -0.430, -0.359, 0.155, -0.657, 0.227, -0.431, 0.108, 0.360, 0.378, 0.256, 0.393

(2)
The following is a quantum chemistry calculation of an isolated molecule of C3H4N2OS at a distorted geometry, from the Open Molecules 2025 dataset.

CARTESIAN COORDINATES (ANGSTROEM)
1 C 1.5410 -0.2151 -0.1136
2 N 1.0081 -0.6858 -1.1585
3 N -0.2812 -1.0025 -1.3529
4 C -1.2100 -0.2116 -1.1030
5 S -1.0781 1.2907 -0.2547
6 C -0.3038 0.4722 1.1810
7 O 1.0764 0.3707 1.0108
8 H 2.6186 -0.0666 -0.1020
9 H -2.2152 -0.4696 -1.4520
10 H -0.4340 1.0438 2.0929
11 H -0.7218 -0.5263 1.2519

Results
frontier orbital gap	9.90	eV
largest force on an atom	0.0418	hartree/bohr
SMILES	C1=NN=CSCO1
energy relative to the best compared isomer or geometry (same formula, charge and spin)	2.7788	eV
spin multiplicity	1

Quick look at the Mulliken charges, all values in e: 0.216, -0.334, -0.332, -0.088, -0.126, -0.416, -0.336, 0.369, 0.422, 0.293, 0.332

(3)
The following is a quantum chemistry calculation of an isolated molecule of C3H4N2OS at a distorted geometry, from the Open Molecules 2025 dataset.

CARTESIAN COORDINATES (ANGSTROEM)
1 C 0.4102 -0.8141 -0.0635
2 C 0.2128 -1.3436 1.1293
3 C -0.2865 0.4792 -0.2983
4 N -0.7244 1.0024 1.1014
5 N 0.1323 1.0480 -1.4643
6 O -1.6137 0.4970 0.1116
7 S -0.3609 -0.2038 2.3179
8 H 0.9590 -1.4139 -0.8824
9 H 0.5648 -2.3767 1.3383
10 H 1.0761 1.2307 -1.6624
11 H -0.3698 1.8947 -1.6276

Results
⟨S²⟩	2.009
frontier orbital gap (spin up / spin down)	6.20 / 7.22	eV
largest force on an atom	0.1532	hartree/bohr
energy relative to the best compared isomer or geometry (same formula, charge and spin)	3.8345	eV
spin multiplicity	3

Quick look at the Mulliken charges, all values in e: -0.464, -0.433, 0.798, -0.272, -0.482, -0.347, 0.022, 0.306, 0.365, 0.256, 0.252

(4)
The following is a quantum chemistry calculation of a structure of composition C3H4N2OS2 at a distorted geometry, from the Open Molecules 2025 dataset.

CARTESIAN COORDINATES (ANGSTROEM)
1 C 0.5424 -0.7474 2.0396
2 C -0.0435 -0.6414 -0.6763
3 C -0.2086 1.2036 -2.2316
4 H 1.1609 -1.2808 0.9114
5 H -1.2701 0.1643 2.1024
6 H 0.4895 -1.6784 -0.6648
7 H 0.0839 1.8451 -1.1648
8 N -0.6904 -0.4845 1.5031
9 N -0.7872 -0.0779 0.1685
10 O -0.0340 -0.2597 -2.0770
11 S 1.1856 0.1599 3.8598
12 S -0.4285 1.7971 -3.7704

Results
frontier orbital gap	7.34	eV
largest force on an atom	0.1046	hartree/bohr
energy relative to the best compared isomer or geometry (same formula, charge and spin)	7.6023	eV
spin multiplicity	1

Quick look at the Mulliken charges, all values in e: -0.033, 0.123, -0.015, 0.156, 0.342, 0.388, 0.266, -0.139, -0.380, -0.253, -0.279, -0.177

(5)
The following is a quantum chemistry calculation of an isolated molecule of C3H4N2OS2 at a distorted geometry, from the Open Molecules 2025 dataset.

CARTESIAN COORDINATES (ANGSTROEM)
1 H 1.5238 1.1607 1.0354
2 N 0.9073 0.9980 1.7957
3 C -0.1175 0.2478 1.4834
4 N -0.9975 0.0068 2.5073
5 C -0.3783 -0.3148 0.1372
6 S -1.4840 -1.4572 -0.2461
7 C 0.7149 0.0473 -0.8388
8 O 1.5720 -0.9029 -1.1141
9 S 0.5796 1.4629 -1.6874
10 H -1.8428 -0.5210 2.3822
11 H -0.6587 0.2489 3.4396
12 H 2.1898 -0.6716 -1.8200

Results
frontier orbital gap	7.57	eV
largest force on an atom	0.0526	hartree/bohr
SMILES	[H]/N=C(/N)C(=S)C(O)=S
energy relative to the best compared isomer or geometry (same formula, charge and spin)	1.2970	eV
spin multiplicity	1

Quick look at the Mulliken charges, all values in e: 0.284, -0.751, 0.569, -0.384, 0.188, -0.215, 0.015, -0.371, -0.157, 0.181, 0.267, 0.375

(6)
The following is a quantum chemistry calculation of an isolated molecule of C3H4N2S at a distorted geometry, from the Open Molecules 2025 dataset.

CARTESIAN COORDINATES (ANGSTROEM)
1 H -0.1818 2.5169 1.7504
2 N -0.6533 2.3904 0.8582
3 C -0.0516 1.5424 0.1174
4 C 1.2332 0.4164 0.0056
5 S 2.5350 1.1909 -0.5841
6 N 0.9850 -0.6831 0.5593
7 C 0.1350 -1.6949 0.6833
8 H -0.5536 1.5123 -0.7895
9 H 0.4337 -2.4503 1.4183
10 H -0.4414 -1.9210 -0.2381

Results
frontier orbital gap	7.26	eV
largest force on an atom	0.1261	hartree/bohr
SMILES	[H]/N=C\C(=S)N=C
energy relative to the best compared isomer or geometry (same formula, charge and spin)	3.9655	eV
spin multiplicity	1

Quick look at the Mulliken charges, all values in e: 0.248, -0.511, -0.115, 0.187, -0.296, -0.215, -0.237, 0.400, 0.275, 0.263

(7)
The following is a quantum chemistry calculation of an isolated molecule of C3H4N2S at a distorted geometry, from the Open Molecules 2025 dataset.

CARTESIAN COORDINATES (ANGSTROEM)
1 S 2.3629 0.2660 -0.0669
2 C 0.6246 0.2652 -0.0184
3 C -0.2564 1.3295 0.1197
4 N -1.4925 0.8625 -0.1061
5 N -1.4413 -0.4080 -0.2039
6 C -0.1305 -0.9331 0.1129
7 H 2.9983 -0.9432 -0.1282
8 H -0.2939 2.4799 -0.0187
9 H -2.3464 -0.9961 0.2434
10 H -0.0249 -1.9226 0.0662

Results
frontier orbital gap	9.22	eV
largest force on an atom	0.1499	hartree/bohr
SMILES	Sc1cn[nH]c1
energy relative to the best compared isomer or geometry (same formula, charge and spin)	3.0436	eV
spin multiplicity	1

Quick look at the Mulliken charges, all values in e: -0.330, 0.325, -0.229, -0.609, 0.110, -0.541, 0.142, 0.337, 0.308, 0.487

(8)
The following is a quantum chemistry calculation of a cluster of 2 separate species, C3H4N2S in total at a distorted geometry, from the Open Molecules 2025 dataset.

CARTESIAN COORDINATES (ANGSTROEM)
1 C 0.0327 -0.8624 0.2234
2 C 1.4059 -1.0352 0.2881
3 C 0.6055 1.1347 -0.5282
4 N -2.6188 1.0161 0.0454
5 N -0.3519 0.3470 -0.1998
6 S 2.1754 0.3898 -0.2931
7 H -0.6962 -1.4819 0.5469
8 H 2.0533 -1.8066 0.3929
9 H 0.4814 2.0642 -0.9489
10 H -3.0872 0.2342 0.4734

Results
frontier orbital gap (spin up / spin down)	9.31 / 9.29	eV
largest force on an atom	0.0728	hartree/bohr
energy relative to the best compared isomer or geometry (same formula, charge and spin)	5.5341	eV
spin multiplicity	1

Quick look at the Mulliken charges, all values in e: -0.536, -0.254, -0.142, -0.238, -0.266, -0.072, 0.433, 0.450, 0.451, 0.174

(9)
The following is a quantum chemistry calculation of an isolated molecule of C3H4N2S at a distorted geometry, from the Open Molecules 2025 dataset.

CARTESIAN COORDINATES (ANGSTROEM)
1 H 1.0995 -1.2616 1.3494
2 N 0.7684 -1.4575 0.3848
3 C 0.3129 -0.3801 -0.0873
4 C -0.2853 -0.4649 -1.4099
5 C -0.7820 -0.2759 -2.5121
6 N 0.1054 0.8275 0.6131
7 S 0.8075 1.0973 2.1081
8 H -1.4657 -0.1276 -3.4072
9 H -0.3651 1.6111 0.1988
10 H -0.1957 0.4317 2.7623

Results
frontier orbital gap	10.33	eV
largest force on an atom	0.0532	hartree/bohr
SMILES	[H]/N=C(/C#C)NS
energy relative to the best compared isomer or geometry (same formula, charge and spin)	3.1398	eV
spin multiplicity	1

Quick look at the Mulliken charges, all values in e: 0.217, -0.592, 0.254, -0.250, 0.091, -0.287, -0.203, 0.354, 0.259, 0.157

(10)
The following is a quantum chemistry calculation of an isolated molecule of C3H4N2S2 at a distorted geometry, from the Open Molecules 2025 dataset.

CARTESIAN COORDINATES (ANGSTROEM)
1 S 2.7796 1.0782 0.2816
2 S 2.1217 -0.7654 -0.1903
3 C 0.1437 -0.4149 -0.2951
4 C -0.4677 0.7190 0.2670
5 C -1.8155 0.3308 0.4055
6 N -1.9632 -0.9774 0.1393
7 N -0.8108 -1.4513 -0.2621
8 H 3.5227 1.2979 -0.8045
9 H -0.0237 1.7292 0.2808
10 H -2.7627 0.9207 0.5985
11 H -0.7242 -2.4669 -0.4206

Results
frontier orbital gap	8.97	eV
largest force on an atom	0.0596	hartree/bohr
SMILES	SSc1ccn[nH]1
energy relative to the best compared isomer or geometry (same formula, charge and spin)	1.8978	eV
spin multiplicity	1

Quick look at the Mulliken charges, all values in e: -0.185, -0.102, 0.188, -0.147, -0.411, -0.680, 0.215, 0.177, 0.354, 0.351, 0.238